Entry 1:
{
  "formula": "C51H45F5N6O27",
  "method": "ωB97M-V/def2-TZVPD",
  "molar_mass_g_mol": 1268.9,
  "homo_lumo_gap_ha": 0.3225,
  "spin_multiplicity": 1,
  "homo_energy_ev": -9.67,
  "e_tot_ev": -131410.7813,
  "smiles": "O=[N+]([O-])c1ccccc1.O=[N+]([O-])c1ccccc1.O=[N+]([O-])c1ccccc1.O=[N+]([O-])c1ccccc1.O=[N+]([O-])c1ccccc1.O=[N+]([O-])c1ccccc1.O=C1OC[C@@H](F)O1.O=C1OC[C@@H](F)O1.O=C1OC[C@@H](F)O1.O=C1OC[C@@H](F)O1.O=C1OC[C@@H](F)O1",
  "elements": ["C", "C", "N", "H", "C", "H", "H", "H", "C", "H", "O", "C", "H", "C", "H", "O", "H", "H", "O", "H", "C", "H", "O", "O", "C", "H", "C", "H", "O", "F", "O", "O", "H", "H", "F", "N", "O", "C", "H", "H", "O", "O", "H", "C", "F", "O", "H", "C", "O", "O", "C", "H", "H", "N", "O", "C", "C", "H", "C", "C", "C", "H", "H", "C", "C", "O", "C", "H", "H", "C", "O", "C", "N", "C", "H", "C", "F", "C", "C", "C", "O", "C", "O", "C", "C", "H", "H", "C", "O", "N", "O", "O", "O", "H", "C", "H", "H", "C", "C", "C", "H", "C", "C", "C", "O", "H", "C", "H", "F", "C", "C", "H", "H", "C", "C", "O", "H", "C", "C", "C", "H", "H", "C", "H", "C", "H", "H", "N", "H", "O", "O", "H", "C", "C"],
  "positions_angstrom": [[8.20, 12.77, 18.61], [11.84, 15.20, 12.13], [11.10, 17.31, 18.77], [14.51, 14.12, 18.22], [7.02, 19.85, 22.54], [5.13, 12.95, 16.37], [6.68, 11.16, 16.11], [8.26, 21.84, 10.56], [9.43, 17.85, 17.00], [8.69, 23.55, 19.72], [12.62, 23.55, 10.58], [11.65, 16.55, 23.19], [13.97, 18.89, 20.20], [12.31, 21.55, 21.19], [11.69, 15.48, 23.29], [6.09, 17.18, 12.69], [10.35, 16.41, 21.53], [6.91, 19.56, 23.61], [7.14, 18.62, 21.85], [12.87, 14.46, 18.93], [8.59, 17.42, 15.95], [8.70, 11.00, 17.55], [8.29, 17.62, 12.78], [12.69, 13.76, 15.96], [10.12, 16.87, 17.71], [11.42, 18.36, 12.50], [6.82, 11.87, 16.91], [12.73, 15.48, 12.76], [10.97, 16.93, 24.38], [6.01, 20.59, 22.06], [9.36, 21.02, 15.11], [11.55, 22.13, 9.45], [8.16, 21.65, 22.28], [6.00, 15.68, 9.83], [12.92, 16.96, 23.33], [11.24, 22.42, 20.73], [10.20, 22.85, 15.76], [10.05, 17.89, 24.06], [7.93, 15.80, 14.74], [10.09, 25.44, 11.70], [7.34, 16.73, 10.87], [8.65, 20.03, 21.01], [9.57, 18.83, 17.37], [9.55, 14.57, 10.68], [11.76, 12.65, 17.73], [9.94, 13.58, 19.86], [10.69, 14.49, 13.90], [10.62, 15.13, 10.02], [11.28, 18.50, 19.00], [7.32, 13.92, 12.17], [7.39, 13.87, 18.76], [10.63, 14.81, 18.01], [5.06, 15.43, 12.00], [8.45, 13.75, 12.60], [9.88, 17.99, 22.72], [6.27, 13.96, 17.96], [8.57, 24.65, 17.96], [14.04, 20.75, 24.01], [9.72, 24.47, 11.96], [14.11, 19.76, 22.11], [7.36, 17.24, 12.19], [8.01, 18.17, 15.46], [8.59, 14.36, 10.22], [11.80, 20.20, 11.45], [9.66, 14.37, 12.05], [8.27, 25.58, 20.05], [8.08, 24.37, 19.34], [10.66, 15.19, 8.94], [13.14, 21.67, 14.76], [8.26, 20.59, 22.28], [9.61, 27.34, 19.87], [9.19, 26.36, 19.45], [12.15, 22.43, 10.43], [8.81, 21.97, 12.67], [12.18, 19.29, 14.72], [12.91, 15.07, 16.00], [7.68, 25.22, 17.13], [9.26, 15.15, 16.33], [10.81, 14.74, 12.84], [11.83, 15.31, 10.71], [12.85, 15.83, 15.12], [11.76, 19.40, 12.56], [10.00, 11.48, 19.41], [12.82, 20.57, 20.27], [10.02, 15.52, 17.45], [11.40, 17.84, 21.35], [11.51, 19.86, 10.48], [8.08, 18.79, 20.91], [8.29, 18.01, 20.01], [9.48, 12.58, 19.38], [10.65, 23.18, 21.52], [9.43, 18.51, 24.86], [9.58, 25.66, 18.26], [10.37, 24.59, 14.05], [9.96, 24.04, 13.24], [12.69, 15.68, 10.14], [4.30, 17.12, 11.70], [12.92, 13.11, 17.16], [12.86, 21.70, 22.44], [12.80, 21.23, 13.86], [7.53, 14.61, 19.52], [12.25, 21.50, 11.56], [8.00, 11.83, 17.63], [12.83, 22.04, 12.73], [10.86, 22.26, 19.60], [13.19, 23.06, 12.80], [5.95, 12.94, 17.07], [12.34, 22.44, 23.03], [5.63, 17.68, 9.74], [12.23, 19.90, 13.78], [8.60, 22.43, 11.40], [7.03, 24.05, 19.33], [13.61, 12.23, 17.12], [9.45, 22.79, 13.55], [5.99, 16.58, 10.48], [11.74, 16.45, 19.36], [9.08, 23.79, 17.46], [13.48, 14.32, 18.03], [10.83, 17.19, 22.08], [8.56, 16.08, 15.57], [9.04, 20.23, 22.92], [12.38, 20.44, 19.26], [13.67, 19.67, 20.83], [8.56, 20.99, 13.05], [5.19, 16.48, 11.72], [14.94, 19.10, 22.44], [9.15, 14.07, 16.06], [9.77, 22.14, 14.88], [8.94, 24.11, 10.04], [13.32, 15.42, 17.23], [8.64, 13.04, 13.59], [5.54, 14.71, 18.15], [9.07, 23.70, 11.03], [13.73, 20.79, 22.95]],
  "mulliken_charge": [0.280, 0.039, 1.173, 0.444, 0.189, 0.422, 0.393, 0.426, -0.562, -0.144, -0.638, 0.357, 0.445, 0.020, 0.329, -0.391, -0.042, 0.337, -0.305, -0.058, -1.067, 0.494, -0.117, -0.248, 0.139, 0.604, -0.471, 0.300, -0.383, -0.320, -0.632, -0.621, 0.392, 0.244, -0.249, 1.082, -0.743, 0.355, 0.634, 0.404, -0.236, 0.124, 0.981, -0.533, -0.173, -0.474, 0.103, -0.610, -0.400, -0.615, -0.493, 0.131, 0.256, 1.037, 0.091, -0.537, 0.939, 0.365, -0.430, -0.304, 0.421, 0.593, 0.401, -0.769, 0.407, -0.365, 0.060, 0.453, 0.524, -0.379, -0.467, 0.623, 1.161, -0.512, 0.405, 0.555, -0.331, -0.741, 0.038, -0.842, -0.343, -0.288, -0.633, -0.149, -0.326, -0.722, 0.519, 0.366, -0.411, 0.953, -0.656, -0.553, -0.368, 0.636, -0.703, 0.399, 0.346, 0.142, -0.401, -0.622, 0.513, -0.107, -0.446, -0.247, -0.452, 0.479, -0.501, 0.474, -0.321, -0.404, -0.382, 0.322, 0.191, 0.083, 0.247, -0.622, -0.204, -0.142, 0.754, -0.389, 0.125, 0.428, -0.679, 0.709, -0.365, 0.339, 0.415, 1.351, 0.413, -0.398, -0.594, 0.502, -0.665, -0.577]
}

Entry 2:
{
  "formula": "C30H32N2O6STeV",
  "method": "ωB97M-V/def2-TZVPD",
  "molar_mass_g_mol": 727.2,
  "homo_lumo_gap_ha": [0.2617, 0.2580],
  "spin_multiplicity": 3,
  "s_squared": 2.030,
  "charge": -1,
  "homo_energy_ev": [-4.73, -4.63],
  "e_tot_ev": -90714.9788,
  "relative_energy_kj_mol": 5.94,
  "elements": ["H", "O", "C", "S", "C", "C", "C", "C", "H", "C", "H", "H", "C", "H", "C", "H", "H", "H", "C", "C", "H", "C", "H", "H", "H", "C", "N", "C", "H", "C", "C", "H", "C", "Te", "H", "H", "C", "O", "H", "V", "C", "H", "H", "O", "C", "H", "H", "C", "C", "C", "H", "H", "C", "C", "H", "H", "H", "H", "C", "H", "O", "H", "H", "C", "O", "H", "H", "C", "N", "C", "C", "O", "C"],
  "positions_angstrom": [[-6.88, -0.40, -4.29], [-1.31, 2.32, 0.86], [-3.14, -1.26, -2.77], [2.88, 1.20, 0.14], [2.19, 5.23, 2.15], [-6.05, 0.09, -4.81], [-4.09, 1.19, -3.68], [2.03, -2.94, -3.45], [-0.68, -0.42, -4.48], [0.72, 5.98, 0.40], [-5.92, -0.42, -5.77], [2.42, -3.25, -0.89], [1.38, -2.21, -2.46], [2.24, -3.36, -5.55], [-2.92, 1.15, -2.93], [-1.78, -2.93, -2.83], [-2.42, -2.59, -1.24], [0.43, -3.30, 5.00], [-2.21, 2.45, -2.62], [1.76, 6.23, 1.29], [-1.19, 2.44, -3.02], [0.39, -1.30, -2.84], [0.84, -2.61, -0.41], [-3.46, -3.36, -2.46], [1.86, -3.56, 3.99], [0.23, -2.77, 2.91], [0.58, 1.32, 1.64], [3.03, -1.56, 4.79], [0.49, -1.72, -6.21], [3.83, -1.50, 3.49], [1.80, 0.89, 1.35], [2.21, -1.52, -0.60], [0.56, 3.73, 1.23], [-0.63, -0.17, -1.37], [-2.75, 3.29, -3.07], [-4.84, -2.09, -3.75], [-4.79, 0.03, -3.99], [3.56, -2.57, 2.60], [1.23, -1.32, 6.67], [1.05, -0.05, 2.89], [1.73, -2.42, -1.01], [-6.34, 1.12, -5.02], [3.31, -2.45, 5.37], [1.43, 1.00, 4.51], [0.11, 4.74, 0.38], [4.89, -1.55, 3.74], [-0.19, -1.22, 5.64], [1.60, 3.98, 2.12], [0.74, -1.87, -5.16], [-2.43, -0.08, -2.49], [2.78, -2.33, 2.09], [2.79, -3.65, -3.16], [-0.14, 2.41, 1.19], [-4.30, -1.18, -3.53], [1.93, 3.20, 2.79], [3.29, -0.68, 5.37], [3.66, -0.53, 3.00], [-2.14, 2.62, -1.55], [1.72, -2.78, -4.79], [0.38, 6.76, -0.27], [0.64, 1.23, 6.60], [-0.71, 4.53, -0.29], [-4.47, 2.14, -4.02], [1.04, -2.87, 4.21], [0.69, -1.83, 2.12], [2.23, 7.20, 1.30], [3.00, 5.43, 2.84], [-2.68, -2.61, -2.30], [1.58, -1.56, 4.57], [0.09, -1.13, -4.19], [0.97, 0.56, 5.64], [-0.67, -3.54, 2.67], [0.86, -0.96, 5.71]],
  "mulliken_charge": [0.342, -0.575, 1.396, -0.301, -0.815, -1.524, -1.178, -0.641, 0.433, -0.699, 0.318, 0.346, 0.789, 0.349, 1.174, 0.265, 0.297, 0.352, -1.523, -0.319, 0.362, -0.111, 0.264, 0.427, 0.429, 0.550, 0.301, -0.950, 0.394, -0.426, 0.107, 0.063, 0.448, 0.511, 0.388, 0.350, 0.693, -0.605, 0.383, 0.604, -1.061, 0.342, 0.447, -0.710, -0.417, 0.460, 0.425, 0.098, -0.725, -0.462, 0.305, 0.350, -0.455, -0.901, 0.414, 0.433, 0.093, 0.180, -0.585, 0.385, -0.711, 0.395, 0.245, -0.951, -0.088, 0.366, 0.393, -1.568, 0.650, -0.132, 0.543, -0.704, -0.721]
}

Entry 3:
{
  "formula": "C4H2F2O",
  "method": "ωB97M-V/def2-TZVPD",
  "molar_mass_g_mol": 104.1,
  "homo_lumo_gap_ha": 0.3755,
  "spin_multiplicity": 1,
  "homo_energy_ev": -9.27,
  "e_tot_ev": -11661.1836,
  "smiles": "Fc1cocc1F",
  "relative_energy_kj_mol": 34.77,
  "elements": ["C", "F", "F", "H", "H", "O", "C", "C", "C"],
  "positions_angstrom": [[0.40, 0.26, -1.16], [1.62, 1.58, 0.43], [-0.14, 0.08, 2.30], [-1.71, -1.56, 0.41], [0.74, 0.53, -2.15], [-0.59, -0.67, -1.10], [-0.91, -0.86, 0.21], [-0.13, -0.03, 0.97], [0.71, 0.68, 0.09]],
  "mulliken_charge": [-0.432, -0.274, -0.276, 0.386, 0.402, -0.291, -0.436, 0.461, 0.462]
}